1.
This record from the OMol25 dataset describes one molecule with the formula C10H13NO2S at a distorted geometry. The level of theory is ωB97M-V with the def2-TZVPD basis set.

```
27
Properties=species:S:1:pos:R:3:forces:R:3:lowdin_charge:R:1
C 3.805 -0.330 0.091 0.9 2.6 0.1 -0.148
C 0.478 1.890 -0.297 -1.7 2.4 0.7 -0.382
C 0.630 -0.395 0.108 -0.1 0.0 1.9 -0.408
C 4.366 0.662 0.539 -1.1 -2.1 -0.1 0.113
C -2.472 -0.437 -0.572 -0.2 -2.4 0.9 -0.377
C 2.960 -1.205 -0.727 -0.6 -1.0 2.5 -0.208
C 1.642 -0.490 -1.011 -0.7 0.7 -2.8 -0.134
C -2.927 -1.840 -0.004 0.9 1.1 -0.3 0.001
C -2.484 0.676 0.483 0.4 -2.4 1.0 -0.094
C -1.147 0.654 1.268 -0.6 4.7 -1.7 -0.132
N 0.013 0.843 0.396 1.8 -4.3 -1.1 -0.156
O 0.358 -1.324 0.872 0.8 -0.4 -1.4 0.033
O -1.975 -0.350 -1.675 -0.5 0.6 0.8 0.084
S -0.378 3.370 0.062 1.3 1.0 -1.5 0.749
H 4.783 1.397 1.182 0.2 0.2 -0.1 0.018
H 0.196 4.098 -0.964 -0.6 -0.4 0.8 -0.104
H 3.456 -1.349 -1.688 0.0 -0.8 0.3 0.117
H 2.745 -2.108 -0.004 0.5 1.1 -2.2 0.156
H 1.128 -0.948 -1.935 0.4 0.0 1.6 0.155
H 1.911 0.489 -1.515 -0.4 -0.5 1.2 0.123
H -3.154 -2.597 -0.695 -0.3 -0.5 -1.8 0.055
H -2.091 -2.305 0.505 0.4 0.4 0.6 0.076
H -3.779 -1.828 0.630 -0.6 0.5 0.9 0.060
H -3.206 0.543 1.313 -0.1 -0.3 -0.8 0.130
H -2.708 1.539 -0.027 -0.1 2.4 -0.9 0.066
H -1.145 1.576 1.893 -0.2 -0.9 0.2 0.119
H -1.004 -0.235 1.772 0.2 -1.5 1.2 0.090
```
Positions in Å, forces in eV/Å.

Output
Relative energy (zero: lowest compared OMol25 entry of this formula, charge and spin): 237.8 kJ/mol
⟨S²⟩: 2.011
Spin multiplicity: 3
Max |F|: 5.054 eV/A
Highest occupied orbital energy (spin up / spin down): -0.2335 / -0.3545 Eh
E_LUMO (spin up / spin down): 0.021 / -0.059 Ha

***

2.
This record from the OMol25 dataset describes C44H41Cl2N4OS3V as an isolated structure at a distorted geometry. The level of theory is ωB97M-V with the def2-TZVPD basis set.

```
96
Properties=species:S:1:pos:R:3:forces:R:3:lowdin_charge:R:1
V 2.341 -0.617 -1.186 -1.0 0.1 1.5 0.604
S 0.716 1.927 0.760 0.4 0.0 0.3 0.674
C -0.690 1.062 1.152 0.0 1.1 0.0 -0.699
N -1.852 1.766 1.429 0.3 -0.4 0.0 -0.116
C -2.874 1.056 2.152 -0.3 -0.5 0.0 -0.126
C -3.132 -0.266 1.441 -0.3 0.4 0.1 -0.122
N -1.904 -1.009 1.386 0.3 0.4 -0.2 -0.128
C -2.031 -2.446 1.365 0.1 -0.2 -0.1 -0.164
C -2.462 -2.951 2.718 -0.2 -0.1 0.0 -0.206
C -3.625 -3.691 2.888 0.1 0.1 -0.1 -0.053
C -4.028 -4.087 4.153 -0.1 -0.1 0.1 -0.100
C -3.274 -3.746 5.262 -0.1 0.0 0.1 -0.107
C -2.112 -3.011 5.099 0.1 0.0 0.1 -0.085
C -1.707 -2.619 3.838 0.0 0.0 -0.1 -0.026
C -0.714 -0.342 1.162 -0.2 -1.0 0.3 -0.693
S 0.699 -1.279 0.996 0.6 -0.3 -0.3 0.656
C -1.865 3.208 1.549 0.0 0.3 -0.2 -0.165
C -1.932 3.651 2.983 -0.1 0.1 0.1 -0.209
C -0.918 3.305 3.869 0.1 0.0 0.0 -0.030
C -1.008 3.642 5.206 0.1 0.0 0.1 -0.085
C -2.108 4.340 5.679 -0.1 0.0 0.1 -0.108
C -3.117 4.702 4.802 -0.1 0.1 0.2 -0.099
C -3.028 4.355 3.465 0.1 0.0 -0.1 -0.052
H -3.785 1.662 2.178 0.1 -0.1 0.0 0.130
H -2.566 0.849 3.192 -0.1 0.1 -0.1 0.138
H -3.513 -0.063 0.427 0.0 -0.1 0.1 0.119
H -3.878 -0.852 1.991 0.1 0.1 0.0 0.128
H -1.049 -2.853 1.094 -0.3 0.0 0.0 0.061
H -2.761 -2.737 0.597 0.0 0.0 0.1 0.125
H -4.229 -3.952 2.029 0.0 0.0 -0.1 0.107
H -4.936 -4.660 4.272 -0.1 0.0 0.0 0.095
H -3.599 -4.040 6.250 0.0 0.0 0.1 0.094
H -1.518 -2.742 5.961 0.1 0.0 0.1 0.099
H -0.804 -2.042 3.705 0.1 0.1 0.0 0.106
H -2.733 3.590 1.001 0.0 0.0 0.0 0.125
H -0.963 3.592 1.064 -0.2 0.0 0.0 0.059
H -0.058 2.768 3.498 0.1 -0.1 -0.1 0.093
H -0.218 3.360 5.888 0.1 0.0 0.0 0.099
H -2.184 4.591 6.728 0.0 0.0 0.0 0.093
H -3.978 5.248 5.164 0.0 0.0 0.0 0.095
H -3.822 4.635 2.787 -0.1 0.0 -0.1 0.107
N 3.331 0.262 0.319 0.3 0.9 1.5 -0.081
C 4.689 -0.017 0.459 1.7 -0.1 0.0 -0.235
C 5.207 -0.353 1.709 -0.4 0.0 -0.1 -0.026
C 6.547 -0.646 1.874 0.1 0.0 0.1 -0.104
C 7.393 -0.624 0.779 0.1 0.0 0.1 -0.101
C 6.888 -0.291 -0.465 0.1 0.0 0.1 -0.041
C 5.549 0.044 -0.656 -0.2 -0.1 0.3 -0.123
C 5.063 0.460 -1.982 0.1 0.2 -0.5 -0.204
C 5.957 1.145 -2.813 0.1 0.1 0.1 -0.068
C 5.593 1.560 -4.075 0.2 0.0 -0.1 -0.117
C 4.317 1.271 -4.531 -0.1 0.0 0.0 -0.110
C 3.428 0.602 -3.707 -0.1 0.1 -0.4 -0.125
C 3.748 0.178 -2.413 0.7 0.5 0.2 -0.155
H 2.820 0.276 1.204 -0.1 0.1 -0.3 0.024
H 3.130 1.125 -0.200 0.4 0.3 0.5 0.073
H 4.536 -0.369 2.560 0.0 0.0 0.0 0.113
H 6.930 -0.876 2.859 0.0 -0.1 0.0 0.096
H 8.446 -0.844 0.897 0.0 -0.1 0.0 0.095
H 7.553 -0.293 -1.315 0.0 0.0 -0.1 0.105
H 6.948 1.387 -2.451 0.1 0.0 0.0 0.096
H 6.296 2.104 -4.694 0.0 0.0 0.0 0.090
H 4.012 1.586 -5.521 0.0 0.0 -0.1 0.092
H 2.440 0.392 -4.099 0.0 0.0 0.1 0.041
C -4.138 -1.298 -2.527 0.0 0.1 0.0 -0.051
C -3.142 -0.216 -2.231 0.2 -0.1 0.0 -0.291
C -3.522 1.124 -2.234 0.0 0.0 0.0 -0.050
C -2.584 2.125 -2.059 0.0 0.2 0.0 -0.073
C -1.255 1.782 -1.902 0.5 0.0 0.1 -0.403
C -0.868 0.459 -1.829 0.3 0.2 0.0 -0.143
C -1.811 -0.539 -1.996 -0.1 0.0 0.0 -0.054
S 0.037 3.056 -1.921 -0.3 -1.0 -1.8 0.819
C 0.023 3.058 -3.787 0.2 0.2 0.7 -0.211
O -0.614 4.322 -1.556 -0.4 1.0 0.5 -0.542
H -5.058 -1.160 -1.962 -0.1 0.0 0.1 0.073
H -3.721 -2.274 -2.294 0.0 -0.1 0.0 0.072
H -4.391 -1.285 -3.587 -0.1 -0.1 -0.1 0.080
H -4.561 1.376 -2.403 -0.1 0.1 0.0 0.108
H -2.860 3.171 -2.061 0.0 0.1 0.0 0.110
H 0.184 0.207 -1.665 -0.6 0.0 -0.1 0.051
H -1.504 -1.576 -1.963 0.1 -0.1 0.0 0.117
H -0.965 3.352 -4.125 -0.2 0.0 0.0 0.047
H 0.275 2.063 -4.134 0.1 -0.2 -0.1 0.011
H 0.760 3.778 -4.127 0.2 0.1 0.0 0.040
Cl 0.022 -0.783 -4.778 -0.1 0.2 -0.4 0.734
C 0.277 -2.380 -4.172 0.4 0.0 0.6 -0.595
C -0.242 -3.470 -4.835 0.0 -0.2 0.1 -0.133
C -0.049 -4.746 -4.321 0.0 0.1 0.0 -0.117
C 0.656 -4.922 -3.135 0.0 0.0 -0.1 -0.125
C 1.185 -3.830 -2.492 -0.1 0.7 -0.3 -0.592
Cl 2.109 -3.940 -1.039 0.2 -0.6 0.2 0.704
C 1.034 -2.500 -2.979 -0.7 -1.6 -0.8 -0.440
N 1.576 -1.513 -2.312 -1.2 -0.6 -1.7 -0.193
H -0.801 -3.317 -5.747 0.0 0.0 -0.1 0.095
H -0.449 -5.600 -4.844 -0.1 -0.1 0.0 0.089
H 0.797 -5.904 -2.718 0.0 -0.2 0.1 0.096
```
Positions in Å, forces in eV/Å.

Output
Relative energy (zero: lowest compared OMol25 entry of this formula, charge and spin): 365.3 kJ/mol
⟨S²⟩: 0.762
Spin multiplicity: 2
Max |F|: 2.204 eV/A
Highest occupied orbital energy (spin up / spin down): -0.1305 / -0.1401 Eh
E_LUMO (spin up / spin down): 0.088 / 0.077 Ha
Total charge: -1

***

3.
This record from the OMol25 dataset describes one molecule with the formula C2H6N2O at a distorted geometry. The level of theory is ωB97M-V with the def2-TZVPD basis set.

```
11
Properties=species:S:1:pos:R:3:forces:R:3:lowdin_charge:R:1
C -1.839 -0.152 -0.057 0.9 -0.1 1.0 -0.050
C 0.417 0.835 -0.087 -0.9 0.9 -0.6 -0.306
H -1.938 0.337 0.952 -0.4 -0.6 -0.9 0.092
H -2.146 -1.243 -0.025 0.1 1.6 -0.1 0.103
H -2.422 0.444 -0.818 1.0 -0.7 0.5 0.095
H -0.030 1.854 -0.019 0.2 -0.9 -0.1 0.135
H 3.010 -0.669 0.281 1.0 0.5 0.2 0.048
H 1.520 -1.279 0.348 0.7 1.2 -1.2 0.101
N 1.668 0.719 -0.110 0.6 -0.5 0.7 -0.041
N 2.142 -0.604 -0.197 -1.7 -1.2 0.7 -0.015
O -0.383 -0.242 -0.267 -1.4 -0.1 -0.2 -0.162
```
Positions in Å, forces in eV/Å.

Output
Relative energy (zero: lowest compared OMol25 entry of this formula, charge and spin): 265.4 kJ/mol
Spin multiplicity: 1
Max |F|: 2.216 eV/A
Highest occupied orbital energy: -0.3167 Eh
SMILES: CO/C=N\N
E_LUMO: 0.033 Ha

***

4.
This record from the OMol25 dataset describes C41H33BrF4N4OsPS as an isolated structure at a distorted geometry. The level of theory is ωB97M-V with the def2-TZVPD basis set.

```
86
Properties=species:S:1:pos:R:3:forces:R:3:lowdin_charge:R:1
Os -0.065 0.800 0.330 -0.3 -0.5 -0.9 0.811
N -1.404 4.457 -2.047 -0.2 0.0 0.0 0.117
C -0.972 3.536 -1.158 0.0 0.5 -0.2 -0.667
S -1.549 1.880 -1.460 0.4 -1.1 1.3 0.972
N -0.169 3.896 -0.225 0.3 -0.5 -0.2 0.070
N 0.143 2.854 0.641 -0.3 0.2 -0.7 -0.117
C 0.527 3.233 1.797 0.4 0.1 1.6 -0.172
C 0.987 4.605 2.142 -0.4 -0.2 -0.1 -0.189
C 2.021 5.191 1.417 0.2 -0.1 0.0 -0.030
C 2.456 6.466 1.734 0.0 0.0 0.1 -0.060
C 1.836 7.182 2.754 0.1 0.0 -0.1 -0.067
C 0.794 6.611 3.467 -0.1 -0.1 0.0 -0.063
C 0.382 5.318 3.171 -0.1 0.1 0.1 -0.042
C 0.348 2.206 2.861 0.6 0.6 -0.4 -0.238
C 0.764 2.409 4.158 0.2 0.0 0.5 0.006
C 0.438 1.473 5.130 0.2 0.4 0.1 -0.019
C -0.326 0.386 4.768 -0.2 -0.3 -0.1 -0.028
C -0.662 0.225 3.436 -0.2 0.2 0.0 -0.124
N -0.297 1.089 2.483 -0.3 -0.4 -0.1 -0.069
H -2.204 4.245 -2.616 0.0 0.0 -0.1 0.096
H -1.235 5.426 -1.826 0.0 0.0 0.0 0.118
H 2.493 4.637 0.613 0.0 0.0 0.0 0.119
H 3.278 6.905 1.184 0.0 0.0 0.0 0.110
H 2.165 8.186 2.988 0.0 0.0 0.0 0.110
H 0.295 7.171 4.247 0.0 0.0 0.0 0.111
H -0.438 4.875 3.726 0.0 0.0 0.0 0.122
H 1.341 3.293 4.395 0.0 -0.1 0.0 0.124
H 0.763 1.604 6.155 0.0 0.0 -0.1 0.124
H -0.651 -0.345 5.498 0.0 0.0 0.0 0.122
H -1.250 -0.616 3.111 -0.1 -0.1 0.0 0.108
F 1.741 -3.714 5.471 0.0 0.0 0.0 0.159
C 1.250 -3.261 4.329 0.0 -0.1 0.1 -0.133
C 0.085 -3.783 3.812 -0.1 -0.1 0.0 -0.128
F -0.543 -4.752 4.460 0.0 0.0 0.0 0.156
C -0.430 -3.298 2.616 -0.1 -0.2 0.1 -0.196
F -1.566 -3.869 2.211 0.0 0.1 -0.2 0.122
C 0.204 -2.298 1.903 0.1 0.1 -0.1 -0.295
P -0.254 -1.565 0.272 -0.8 0.5 -0.9 0.936
C -1.977 -2.056 -0.112 0.0 -0.2 0.2 -0.339
C -2.952 -1.156 0.322 -0.2 -0.2 0.1 -0.129
C -4.305 -1.435 0.169 0.1 0.0 0.0 -0.065
C -4.701 -2.620 -0.433 0.0 0.0 0.0 -0.066
C -3.740 -3.508 -0.894 0.0 0.0 -0.1 -0.064
C -2.392 -3.229 -0.739 0.0 0.0 0.0 -0.087
C 0.933 -2.593 -0.666 -0.1 -0.3 0.1 -0.337
C 2.110 -2.013 -1.108 0.1 -0.2 0.0 -0.205
C 3.119 -2.783 -1.677 0.0 0.0 0.0 -0.067
C 2.942 -4.148 -1.831 0.0 0.0 0.0 -0.060
C 1.766 -4.746 -1.393 0.0 0.0 0.0 -0.059
C 0.783 -3.981 -0.791 0.1 0.1 0.1 -0.081
C 1.383 -1.794 2.450 0.1 0.1 0.1 -0.537
Br 2.343 -0.400 1.591 -0.4 0.6 0.1 1.011
C 1.897 -2.250 3.641 0.2 0.1 0.1 -0.260
F 3.004 -1.738 4.173 0.0 0.0 -0.1 0.100
H -2.657 -0.232 0.794 0.1 0.2 0.1 0.058
H -5.045 -0.727 0.522 0.0 0.0 0.0 0.109
H -5.754 -2.846 -0.552 0.1 0.0 0.0 0.110
H -4.041 -4.427 -1.384 0.0 0.1 0.0 0.113
H -1.675 -3.940 -1.115 -0.1 0.0 -0.1 0.082
H 2.237 -0.948 -1.009 0.0 -0.1 0.1 0.024
H 4.042 -2.312 -1.998 -0.1 0.0 0.0 0.119
H 3.722 -4.751 -2.279 0.0 0.0 0.0 0.112
H 1.623 -5.815 -1.505 0.0 0.1 0.0 0.113
H -0.089 -4.479 -0.396 0.1 0.0 0.1 0.094
C 0.002 1.514 -4.241 -0.1 0.1 0.1 -0.055
C 0.380 0.501 -3.136 -0.4 -0.1 0.0 -0.534
C 1.902 0.357 -3.268 0.1 0.2 -0.1 -0.053
C 0.119 1.149 -1.743 1.3 -0.1 -0.3 -0.562
C -0.362 -0.806 -3.446 0.0 0.0 0.0 -0.173
C 0.327 -1.977 -3.758 0.0 -0.1 -0.1 -0.039
C -0.337 -3.105 -4.234 0.1 0.1 0.1 -0.068
C -1.710 -3.088 -4.411 -0.1 0.0 0.1 -0.086
C -2.420 -1.942 -4.070 0.0 -0.1 0.1 -0.078
C -1.755 -0.824 -3.590 0.0 0.1 0.0 -0.051
H 0.516 2.467 -4.073 0.0 -0.1 0.0 0.092
H -1.072 1.703 -4.287 0.0 0.0 0.0 0.067
H 0.310 1.125 -5.215 0.0 0.0 0.1 0.100
H 2.382 1.316 -3.051 0.0 -0.1 0.0 0.099
H 2.163 0.083 -4.292 0.0 0.0 0.0 0.103
H 2.319 -0.388 -2.609 0.1 0.1 -0.2 0.031
H 0.790 2.005 -1.796 -0.1 0.3 0.0 0.041
H 1.403 -2.023 -3.656 -0.1 0.0 -0.1 0.096
H 0.235 -3.991 -4.487 0.0 0.0 0.0 0.107
H -2.224 -3.954 -4.810 0.0 0.0 0.0 0.106
H -3.496 -1.912 -4.190 0.0 0.0 0.0 0.108
H -2.343 0.060 -3.364 0.1 0.0 0.0 0.082
```
Positions in Å, forces in eV/Å.

Output
Relative energy (zero: lowest compared OMol25 entry of this formula, charge and spin): 148.2 kJ/mol
Spin multiplicity: 1
Max |F|: 1.798 eV/A
Highest occupied orbital energy: -0.3813 Eh
E_LUMO: -0.119 Ha
Total charge: +1